Entry from the Open Molecules 2025 dataset: a 3-piece molecular cluster, C32H62BrCl2IO15P2S overall (ωB97M-V/def2-TZVPD).

Calculated values
SMILES = CCSC[C@](O[C@@H](CCCC(=O)O)C[C@H](C)Br)([C@@H](Cl)[C@H](C)Cl)[C@](CCCC(=O)O)(OCCC=O)[C@@H](I)CC.COP(=O)(OC)OC.COP(=O)(OC)OC
total charge = 0
HOMO = -8.492 eV
LUMO energy = -0.072 eV

XYZ file:
```
116
Properties=species:S:1:pos:R:3:forces:R:3
C 0.79554 -0.41540 4.30303 0.3 0.1 -0.4
C 0.20190 -1.46949 3.40075 -0.4 -0.3 0.1
S -1.53592 -1.76848 3.83732 -0.2 0.1 0.2
C -1.96161 -3.04475 2.62431 0.0 0.6 -0.2
C -3.12071 -2.70613 1.56060 1.1 -0.2 1.1
O -3.19370 -1.30345 1.55936 -0.5 -0.6 0.0
C -4.38809 -0.53666 1.60013 -0.1 1.7 -0.2
C -4.09572 0.66281 2.52333 0.3 -0.4 0.2
C -4.51490 0.55117 3.98323 -0.3 0.3 0.3
C -5.95855 0.08566 4.27150 0.2 0.0 0.4
C -6.73584 1.10443 5.05858 0.2 0.9 1.2
O -6.29694 1.70024 6.02354 -0.7 -0.7 -1.7
O -8.03223 1.33997 4.60534 0.5 0.1 0.6
C -4.66178 0.01619 0.18254 -0.2 0.2 0.5
C -6.08285 0.33894 -0.24096 0.1 0.7 -1.2
C -6.03671 1.24313 -1.48243 -0.5 0.1 0.8
Br -7.18907 1.25452 1.07775 0.0 -0.1 0.2
C -4.33540 -3.48799 2.11177 -0.7 -0.2 -0.3
Cl -4.61061 -2.90547 3.79847 -0.2 0.0 -0.3
C -5.65209 -3.67677 1.29057 -0.8 0.5 0.7
C -6.27377 -2.51345 0.55586 -0.4 -0.2 -0.1
Cl -7.02163 -4.29481 2.34809 0.5 -0.1 0.1
C -2.61348 -3.17114 0.15365 0.1 -0.2 0.2
C -1.33588 -2.41407 -0.25872 -0.3 0.3 -0.5
C -1.43654 -0.94957 -0.64439 0.6 0.6 -0.4
C -0.06301 -0.50136 -1.18921 -0.1 -0.4 0.7
C 0.04598 0.98613 -1.24802 1.0 1.5 1.3
O 0.72094 1.66828 -0.47178 -1.4 -1.4 -1.9
O -0.72897 1.54109 -2.23312 0.7 -0.7 0.1
O -3.70841 -2.86174 -0.72002 0.5 -0.2 -0.1
C -3.51135 -2.92147 -2.11440 -0.4 0.1 -0.7
C -4.51253 -3.84323 -2.80449 0.1 0.4 -0.2
C -5.91293 -3.69841 -2.29924 -1.2 -2.0 0.7
O -6.57830 -4.66993 -1.94577 1.0 1.5 -0.5
C -2.33800 -4.69003 -0.08393 -0.5 -0.4 0.3
I -0.71006 -5.65832 0.96406 0.1 0.1 -0.1
C -3.53533 -5.64556 -0.06080 0.8 -0.7 -0.7
C -3.23903 -6.92549 -0.86615 -0.4 0.1 0.6
H 1.81522 -0.23881 3.97537 0.2 0.1 0.0
H 0.83608 -0.73899 5.33497 -0.2 0.0 0.2
H 0.26967 0.52877 4.21829 -0.2 0.1 0.1
H 0.24933 -1.17465 2.35720 0.1 0.2 -0.2
H 0.75599 -2.39410 3.52445 0.1 -0.2 -0.1
H -1.02425 -3.20209 2.11922 0.1 -0.2 -0.1
H -2.18639 -3.94383 3.17745 -0.1 -0.3 0.0
H -5.26425 -1.00713 2.02341 0.3 -0.7 -0.1
H -4.50305 1.57557 2.10868 -0.3 0.1 -0.2
H -3.01501 0.78425 2.50523 0.2 0.1 0.0
H -4.42287 1.54416 4.41186 0.1 0.2 0.1
H -3.84227 -0.04812 4.57967 0.3 -0.3 -0.2
H -5.91349 -0.77672 4.93239 0.0 -0.2 0.1
H -6.52038 -0.23355 3.40457 -0.1 0.1 -0.2
H -8.54026 0.54028 4.76719 -0.2 -0.2 -0.3
H -4.08211 0.92937 0.07797 0.2 0.2 0.0
H -4.26675 -0.66390 -0.56496 0.0 -0.2 -0.1
H -6.64943 -0.53137 -0.53663 -0.1 -0.1 0.4
H -7.01471 1.26009 -1.94774 -0.1 -0.1 -0.3
H -5.27508 0.91180 -2.17766 0.1 -0.1 -0.2
H -5.85331 2.25872 -1.15411 0.4 0.3 -0.2
H -3.95755 -4.48580 2.27658 0.0 -0.3 0.0
H -5.59406 -4.52107 0.62650 0.6 0.0 -0.2
H -6.74141 -1.81249 1.23554 0.0 0.1 0.2
H -7.08272 -2.90309 -0.05248 -0.2 -0.2 -0.1
H -5.59358 -1.98863 -0.09909 0.1 -0.5 0.3
H -0.54738 -2.50725 0.47604 0.0 -0.2 0.2
H -0.94664 -2.92221 -1.13839 0.2 -0.2 -0.1
H -1.65882 -0.29769 0.18757 -0.3 -0.1 0.3
H -2.15910 -0.75038 -1.42735 -0.4 -0.1 0.0
H 0.68861 -0.84530 -0.48703 0.3 0.1 0.1
H 0.16130 -0.97480 -2.13930 -0.1 0.1 -0.3
H -0.26131 2.32830 -2.53298 -0.3 0.5 0.2
H -2.52800 -3.23770 -2.44655 0.3 0.0 0.3
H -3.65159 -1.92547 -2.53301 0.0 0.3 0.1
H -4.20166 -4.87967 -2.79994 -0.1 -0.3 0.2
H -4.51081 -3.53039 -3.84962 -0.1 0.0 -0.2
H -6.37947 -2.70021 -2.23403 0.3 0.1 -0.2
H -1.96099 -4.75539 -1.09455 0.2 0.2 -0.3
H -3.77505 -5.98312 0.93937 -0.4 0.3 0.2
H -4.36731 -5.17089 -0.56193 -0.2 0.2 0.3
H -2.64220 -6.72870 -1.74917 0.1 0.0 -0.2
H -4.18064 -7.38029 -1.15287 -0.2 0.0 -0.3
H -2.75372 -7.65484 -0.23248 0.4 -0.2 -0.1
C 3.61667 2.61088 -1.31468 0.0 0.0 0.2
O 4.28828 1.89715 -2.36852 0.0 0.1 -0.1
P 5.36227 2.64567 -3.25970 0.0 -0.1 0.1
O 5.24177 4.10382 -3.30196 -0.1 0.1 0.0
O 5.22017 1.91010 -4.65673 0.0 -0.1 0.1
C 3.94845 1.98795 -5.30835 -0.1 0.0 -0.1
O 6.73611 2.08896 -2.72507 0.1 0.0 -0.1
C 7.92133 2.88463 -2.91434 0.1 0.1 0.0
H 2.60028 2.82843 -1.62633 0.0 0.0 0.0
H 3.58830 1.97184 -0.43643 0.0 -0.1 -0.1
H 4.12464 3.54133 -1.06939 0.1 0.0 -0.1
H 3.50841 2.97961 -5.19162 0.0 0.0 0.0
H 3.27692 1.23465 -4.89589 0.0 0.0 0.0
H 4.10666 1.79206 -6.36502 0.1 0.0 0.0
H 8.02589 3.58044 -2.08488 0.0 0.0 0.0
H 7.88484 3.43863 -3.85000 0.0 0.0 0.0
H 8.77735 2.21643 -2.93009 -0.1 -0.1 0.0
C 12.44766 3.82202 0.48142 0.0 -0.1 0.1
O 12.53297 5.24876 0.35397 0.0 0.0 -0.1
P 11.67540 5.98823 -0.75417 0.1 0.0 0.1
O 11.24770 5.15522 -1.88069 -0.1 -0.1 0.0
O 12.59136 7.22120 -1.13193 0.0 0.0 0.1
C 13.89032 6.93267 -1.66577 0.1 0.0 -0.1
O 10.51325 6.65931 0.07376 -0.1 0.1 -0.1
C 9.27676 6.96169 -0.59668 -0.1 0.0 0.0
H 13.35263 3.37598 0.07278 0.0 0.0 0.0
H 12.37346 3.58251 1.53975 0.0 0.1 0.0
H 11.58182 3.42181 -0.04172 0.0 0.1 -0.1
H 13.85359 6.08072 -2.34587 0.0 0.0 0.0
H 14.58423 6.72600 -0.85181 0.0 0.0 0.0
H 14.22311 7.81013 -2.21238 -0.1 0.0 0.0
H 8.62174 6.09339 -0.56168 0.0 0.0 0.0
H 9.44316 7.24894 -1.63302 0.0 0.0 0.0
H 8.81148 7.78682 -0.06485 0.1 0.0 0.1
```
Forces are in eV/Å.

=====

Entry from the Open Molecules 2025 dataset: a 3-piece molecular cluster, C29H54BrNO9 overall (ωB97M-V/def2-TZVPD).

Calculated values
SMILES = CCCOCC1=C(Br)C(=O)C(CCCCN)=C(CCC)C1=O.COCCOCCOC.COCCOCCOC
total charge = 0
HOMO = -8.984 eV
LUMO energy = -1.197 eV

XYZ file:
```
94
Properties=species:S:1:pos:R:3:forces:R:3
C 3.59489 -0.16335 4.23794 0.1 -0.2 0.0
C 3.06839 -1.05819 3.09839 -0.1 0.4 -0.1
C 3.13421 -0.38959 1.73285 0.1 -0.2 -0.1
O 2.55932 0.89951 1.82666 -0.3 0.0 0.2
C 2.20608 1.48334 0.59930 0.1 0.0 -0.2
C 0.88089 2.19564 0.68899 0.0 -0.2 -0.1
C 0.04884 2.33229 -0.34515 0.2 0.0 0.3
Br 0.45335 1.69874 -2.06716 0.0 0.0 -0.1
C -1.26035 3.02392 -0.20425 -0.2 0.0 0.0
O -1.93082 3.30468 -1.17381 0.1 0.0 0.2
C -1.75534 3.29739 1.18261 0.0 0.0 0.0
C -3.19960 3.71147 1.24517 0.0 0.1 0.0
C -4.17571 2.56544 0.92909 0.0 -0.1 -0.2
C -3.79503 1.21399 1.53853 -0.3 0.0 0.0
C -4.98386 0.25466 1.59063 0.1 0.0 0.0
N -5.91009 0.66437 2.65262 0.1 -0.1 0.0
C -0.92643 3.18057 2.23286 -0.2 -0.1 0.0
C -1.35247 3.43427 3.65911 0.0 0.2 0.2
C -0.71740 2.54886 4.73550 -0.1 -0.2 0.0
C -1.03144 1.05231 4.53440 0.1 0.1 0.2
C 0.50847 2.87788 1.97107 0.2 0.2 0.0
O 1.38099 3.24356 2.72539 -0.1 0.0 0.0
H 2.78440 0.16012 4.89152 0.1 0.1 -0.1
H 4.32104 -0.69962 4.85282 -0.1 0.0 0.0
H 4.08646 0.72883 3.84835 -0.1 0.0 0.0
H 3.64592 -1.98343 3.03794 -0.1 0.0 0.0
H 2.01975 -1.31128 3.28099 0.1 -0.2 0.1
H 2.57766 -0.99277 1.00069 0.1 0.0 0.0
H 4.17535 -0.32386 1.38365 0.0 0.1 0.0
H 2.11820 0.71141 -0.17321 0.0 0.1 0.0
H 2.97269 2.19404 0.25468 0.0 -0.1 0.1
H -3.33963 4.49109 0.49083 0.0 0.0 0.1
H -3.42806 4.15082 2.21684 0.1 -0.1 -0.1
H -4.22964 2.45913 -0.15907 -0.1 -0.1 0.1
H -5.17513 2.83889 1.27499 0.1 0.0 0.0
H -3.43163 1.36101 2.56450 0.1 -0.1 -0.1
H -2.99384 0.74190 0.95956 0.1 0.1 0.1
H -5.51156 0.29585 0.63292 0.0 0.0 0.0
H -4.61427 -0.77244 1.71475 0.0 0.1 0.0
H -6.63412 -0.03527 2.77341 0.0 0.1 0.0
H -5.39994 0.69533 3.52976 -0.1 0.0 0.0
H -1.17023 4.48862 3.90336 0.0 -0.1 0.0
H -2.43511 3.28940 3.71798 0.1 0.1 0.0
H 0.35698 2.70443 4.78593 0.0 0.1 -0.1
H -1.12469 2.87937 5.69587 0.1 0.0 -0.1
H -1.78632 0.70970 5.24750 0.0 0.0 -0.1
H -0.14328 0.43890 4.70259 -0.1 0.0 -0.1
H -1.40562 0.84676 3.52769 0.1 0.0 0.0
C -2.32093 2.90769 -4.71424 0.1 0.0 0.0
O -1.43867 3.52766 -5.62842 -0.1 -0.1 -0.2
C -0.29094 2.75387 -5.91337 0.0 0.0 0.1
C 0.19079 2.97311 -7.32854 0.1 0.1 0.0
O -0.62196 2.37063 -8.32009 0.0 -0.1 0.0
C -1.82208 3.02816 -8.68364 -0.1 0.0 0.0
C -1.63169 4.20033 -9.61761 -0.1 0.1 -0.1
O -1.10289 5.32473 -8.93909 0.2 -0.2 0.1
C -0.32332 6.16163 -9.75962 -0.1 0.1 0.0
H -1.87823 2.82359 -3.71812 0.0 0.0 0.0
H -3.21252 3.52928 -4.65316 0.0 0.0 0.0
H -2.60997 1.90994 -5.06713 0.0 0.0 0.0
H -0.50213 1.68690 -5.76980 0.0 0.0 0.0
H 0.52108 3.03696 -5.22805 0.0 -0.1 0.0
H 1.15704 2.47038 -7.41822 0.0 0.0 0.0
H 0.34201 4.03714 -7.52365 -0.1 0.0 0.0
H -2.40091 3.32526 -7.80641 0.1 0.1 0.0
H -2.39445 2.27612 -9.23195 0.0 0.0 0.0
H -2.60988 4.46049 -10.04593 0.0 0.0 -0.1
H -0.96790 3.90153 -10.43765 0.0 0.0 0.0
H 0.46666 5.59729 -10.26845 0.0 0.0 0.0
H 0.13778 6.90910 -9.11662 0.0 0.0 0.0
H -0.93300 6.67267 -10.51426 0.0 0.0 0.0
C 3.08388 -4.48701 5.22873 0.0 0.1 -0.1
O 2.88676 -5.05535 3.95467 0.0 -0.2 0.1
C 4.09071 -5.29666 3.24994 0.0 0.1 0.0
C 3.97351 -6.50163 2.34630 0.0 0.0 -0.1
O 3.97361 -7.74219 3.02765 0.1 0.0 0.0
C 2.77168 -8.16157 3.64820 0.0 0.0 0.1
C 1.74257 -8.72472 2.69649 -0.1 0.0 0.0
O 1.11664 -7.70063 1.94500 0.2 0.1 -0.1
C 0.67861 -8.12326 0.67505 -0.1 0.0 0.0
H 3.46069 -3.45967 5.15542 0.0 0.0 0.0
H 2.11916 -4.47165 5.73254 0.0 0.0 0.0
H 3.78463 -5.08026 5.82681 0.0 0.0 0.0
H 4.91988 -5.45212 3.94985 0.0 0.0 0.0
H 4.32903 -4.42335 2.62593 0.1 0.0 0.0
H 4.87454 -6.52323 1.72849 0.0 0.0 0.0
H 3.10997 -6.40469 1.68445 -0.1 0.0 0.1
H 2.33546 -7.36910 4.26033 0.0 0.0 -0.1
H 3.07251 -8.97670 4.31028 0.0 0.0 0.0
H 0.98471 -9.25861 3.28657 0.0 -0.1 0.0
H 2.22772 -9.44691 2.02939 0.0 0.0 0.0
H 1.49158 -8.59167 0.10868 0.0 0.0 0.0
H 0.33994 -7.23959 0.13728 0.0 0.0 0.0
H -0.15399 -8.83265 0.74842 0.0 0.0 0.0
```
Forces are in eV/Å.

=====

| no. | HOMO-LUMO gap (eV) | maximum force (hartree/bohr) |
| --- | --- | --- |
| 1 | 8.4 | 0.053 |
| 2 | 7.8 | 0.008 |